ORCA calculation (ωB97M-V/def2-TZVPD) on 7 unconnected molecules or ions with the total composition C20H56N5O9 in a non-equilibrium geometry.

```
! RIJCOSX wB97M-V def2-TZVPD def2/J DEFGRID3
* xyz -1 1
N -10.85 15.89 -13.30
O -11.78 16.31 -13.90
O -9.82 16.53 -13.24
O -10.99 14.84 -12.71
C -8.06 8.55 -11.48
C -8.87 8.09 -12.66
C -8.60 6.66 -13.11
O -9.35 6.33 -14.29
C -9.12 4.91 -14.49
N -10.24 8.34 -12.35
H -8.40 9.48 -11.03
H -7.02 8.54 -11.80
H -8.17 7.78 -10.71
H -8.75 8.70 -13.56
H -8.79 6.01 -12.26
H -7.53 6.60 -13.31
H -9.09 4.31 -13.57
H -8.25 4.80 -15.14
H -9.86 4.47 -15.16
H -10.38 9.34 -12.27
H -10.78 8.01 -13.14
C 1.23 16.90 -14.58
C -0.30 17.03 -14.28
C -1.02 15.71 -13.79
O -2.41 15.91 -13.57
C -3.10 14.64 -13.52
N -0.53 18.25 -13.45
H 1.46 15.93 -15.03
H 1.86 16.91 -13.69
H 1.62 17.55 -15.36
H -0.78 17.24 -15.24
H -0.41 15.29 -12.99
H -0.83 15.00 -14.59
H -2.61 13.79 -14.00
H -4.12 14.64 -13.91
H -3.30 14.43 -12.47
H 0.02 18.06 -12.62
H -0.02 18.99 -13.89
C -11.20 21.14 -19.06
C -9.77 21.20 -18.57
C -9.03 22.32 -19.26
O -7.71 22.46 -18.70
C -6.98 23.38 -19.51
N -9.84 21.43 -17.11
H -11.77 20.43 -18.47
H -11.27 20.91 -20.13
H -11.72 22.10 -19.00
H -9.18 20.29 -18.68
H -9.55 23.27 -19.11
H -9.01 22.03 -20.31
H -7.53 24.31 -19.63
H -6.88 22.90 -20.48
H -6.02 23.44 -18.99
H -10.47 20.72 -16.76
H -10.39 22.26 -16.90
C -17.02 21.53 -13.06
C -15.92 22.39 -12.44
C -16.41 23.55 -11.43
O -17.08 24.52 -12.18
C -17.18 25.76 -11.53
N -14.92 21.51 -11.75
H -17.41 20.71 -12.46
H -16.56 21.10 -13.95
H -17.82 22.13 -13.50
H -15.43 22.87 -13.28
H -15.55 24.04 -10.97
H -17.01 23.13 -10.62
H -17.58 26.49 -12.24
H -16.21 26.08 -11.15
H -17.96 25.73 -10.76
H -15.19 21.06 -10.89
H -14.71 20.69 -12.30
C -17.35 16.09 -8.82
C -16.11 15.47 -9.63
O -14.99 15.84 -8.93
H -17.23 17.18 -8.80
H -17.35 15.73 -7.79
H -18.31 15.90 -9.31
H -16.11 15.97 -10.60
H -16.18 14.40 -9.77
H -14.18 15.61 -9.40
C -12.56 13.25 -19.37
C -13.45 12.70 -18.23
O -14.48 11.85 -18.74
H -11.90 13.97 -18.89
H -13.26 13.75 -20.05
H -12.03 12.49 -19.94
H -13.97 13.46 -17.64
H -12.89 12.17 -17.46
H -14.36 11.04 -18.23
*
```

The calculation puts the frontier orbital gap at 6.16 eV. The strongest force on any atom comes out at 5.4 eV/Å. The total energy comes out at -1746.28391 Eh. For the energy relative to the best compared isomer or geometry (same formula, charge and spin), the calculation gives 1.231 eV. As for the highest occupied orbital energy: -3.88 eV.